(1)
The following is a quantum chemistry calculation of a molecular structure, C53H45BrCaCl3IN7OPS2Se in a non-equilibrium geometry, from the OMol25 dataset.

highest occupied orbital energy	-6.86	eV
LUMO	-0.41	eV
charge	0
frontier orbital gap	6.44	eV

Structure (XYZ):
```
116
Properties=species:S:1:pos:R:3:lowdin_charge:R:1
Ca -0.208 0.462 0.931 0.900
C 2.318 5.257 -1.927 -0.009
C 1.905 4.305 -0.834 -0.259
N 0.978 3.433 -0.922 0.110
N 0.364 3.319 -2.133 -0.024
C -0.809 2.661 -2.337 -0.845
N -1.172 2.631 -3.651 0.100
S -1.770 1.937 -1.204 0.631
C 2.622 4.435 0.476 -0.242
C 3.835 5.115 0.565 -0.023
C 4.482 5.192 1.789 -0.055
C 3.897 4.604 2.892 -0.044
C 2.678 3.964 2.716 -0.120
N 2.059 3.871 1.546 0.097
H 1.953 5.003 -2.920 0.062
H 3.400 5.301 -2.012 0.074
H 1.965 6.262 -1.684 0.109
H 0.753 3.810 -2.926 0.114
H -0.811 3.308 -4.305 0.105
H -2.104 2.289 -3.829 0.066
H 4.294 5.575 -0.296 0.097
H 5.428 5.710 1.870 0.111
H 4.361 4.632 3.868 0.109
H 2.172 3.502 3.557 0.110
C 6.618 -2.705 4.700 -0.094
C 5.463 -3.457 4.859 -0.089
C 4.323 -3.134 4.136 -0.113
C 4.316 -2.053 3.257 -0.393
C 5.486 -1.313 3.098 -0.087
C 6.629 -1.637 3.813 -0.087
P 2.722 -1.637 2.445 1.075
C 3.355 -0.877 0.899 -0.412
C 3.713 -1.786 -0.101 -0.133
C 4.232 -1.356 -1.308 -0.088
C 4.400 0.003 -1.538 -0.095
C 4.045 0.913 -0.555 -0.090
C 3.516 0.482 0.658 -0.100
C 2.041 -0.290 3.486 -0.455
C 2.540 -0.065 4.767 -0.111
C 1.802 0.684 5.678 -0.109
C 0.559 1.169 5.310 -0.113
C 0.097 0.969 4.010 -0.204
C 0.816 0.259 3.036 -0.311
H 7.509 -2.952 5.264 0.099
H 5.450 -4.294 5.545 0.101
H 3.422 -3.725 4.257 0.098
H 5.504 -0.477 2.408 0.101
H 7.529 -1.050 3.681 0.100
H 3.577 -2.847 0.081 0.105
H 4.509 -2.076 -2.069 0.103
H 4.815 0.350 -2.477 0.098
H 4.203 1.966 -0.727 0.088
H 3.246 1.197 1.428 0.090
H 3.480 -0.501 5.083 0.090
H 2.181 0.844 6.680 0.095
H -0.051 1.706 6.028 0.096
H -0.890 1.365 3.773 0.046
Cl -5.093 1.424 -3.240 0.686
C -3.883 0.241 -3.623 -0.689
C -3.356 -0.553 -2.618 -0.146
C -2.395 -1.491 -2.945 -0.015
C -1.953 -1.661 -4.256 -0.188
C -0.916 -2.713 -4.592 -0.302
C 0.493 -2.192 -4.313 -0.049
N 0.671 -1.841 -2.917 -0.049
C 0.748 -2.730 -1.867 -0.040
C 0.728 -1.972 -0.742 -0.159
N 0.638 -0.636 -1.074 -0.037
C 0.604 -0.603 -2.386 -0.161
O -1.040 -3.908 -3.848 -0.117
C -2.132 -4.753 -4.219 -0.136
C -3.458 -4.345 -3.648 -0.334
C -3.759 -4.399 -2.321 -0.958
Cl -2.723 -4.929 -1.065 0.737
S -5.318 -3.786 -1.968 1.016
C -5.606 -3.465 -3.625 -0.400
C -4.544 -3.809 -4.399 -0.144
C -2.470 -0.809 -5.223 -0.582
Cl -1.909 -0.891 -6.877 0.701
C -3.441 0.136 -4.929 -0.152
H -3.668 -0.433 -1.588 0.021
H -1.978 -2.112 -2.160 0.118
H -0.972 -2.943 -5.662 0.117
H 0.674 -1.304 -4.919 0.135
H 1.216 -2.963 -4.576 0.141
H 0.782 -3.793 -2.024 0.130
H 0.778 -2.301 0.286 0.081
H 0.520 0.283 -2.996 0.126
H -1.856 -5.740 -3.847 0.128
H -2.200 -4.800 -5.312 0.132
H -6.545 -3.037 -3.936 0.069
H -4.517 -3.682 -5.473 0.117
H -3.847 0.767 -5.708 0.104
Se -2.959 -0.587 1.043 0.557
C -3.108 -2.378 1.648 -0.688
C -2.033 -3.087 2.186 -0.135
C -2.213 -4.406 2.566 -0.178
N -3.366 -5.068 2.459 0.037
C -4.392 -4.380 1.960 -0.197
C -4.320 -3.059 1.549 -0.170
H -1.069 -2.609 2.316 0.078
H -1.382 -4.967 2.983 0.100
H -5.331 -4.920 1.883 0.101
H -5.193 -2.559 1.151 0.083
Br -3.275 6.918 2.455 0.692
C -4.147 5.256 2.190 -0.741
C -5.534 5.248 2.221 -0.143
C -6.222 4.061 2.027 -0.082
C -5.524 2.885 1.800 -0.070
C -4.140 2.897 1.769 -0.166
C -3.439 4.082 1.964 -0.719
I -1.353 4.014 1.894 0.961
H -6.065 6.173 2.399 0.096
H -7.304 4.061 2.057 0.105
H -6.046 1.949 1.651 0.110
H -3.605 1.970 1.608 -0.009
```

(2)
The following is a quantum chemistry calculation of a molecular structure, C29H33I2N4O2Ti in a non-equilibrium geometry, from the OMol25 dataset.

highest occupied orbital energy (spin up / spin down)	-13.77 / -13.79	eV
2S+1	2
LUMO (spin up / spin down)	-6.67 / -7.12	eV
charge	+2
frontier orbital gap (spin up / spin down)	7.11 / 6.67	eV

Structure (XYZ):
```
71
Properties=species:S:1:pos:R:3:lowdin_charge:R:1
Ti -0.891 -0.493 -0.679 0.972
N -1.819 -0.070 -2.503 0.033
C -2.440 1.235 -2.213 -0.248
C -3.820 1.341 -2.234 -0.009
C -4.411 2.557 -1.951 -0.037
C -3.613 3.660 -1.660 -0.034
C -2.236 3.531 -1.635 -0.012
C -1.618 2.309 -1.896 -0.155
C -0.145 2.161 -1.757 -0.196
C 0.695 3.157 -2.250 -0.010
C 2.068 3.070 -2.084 -0.042
C 2.617 1.976 -1.426 -0.060
C 1.788 0.968 -0.958 -0.106
C 0.398 1.043 -1.099 -0.161
H -2.544 -0.732 -2.770 0.047
H -1.175 0.021 -3.282 0.135
H -4.432 0.479 -2.480 0.128
H -5.489 2.648 -1.970 0.121
H -4.069 4.618 -1.445 0.121
H -1.618 4.385 -1.380 0.126
H 0.267 4.006 -2.773 0.128
H 2.709 3.852 -2.469 0.119
H 3.689 1.911 -1.283 0.114
H 2.237 0.139 -0.428 0.080
I -2.553 -3.533 -1.854 0.197
I -4.713 -5.024 -1.429 0.196
C -0.198 -4.275 1.713 -0.016
C 0.318 -2.869 1.873 -0.240
C 1.646 -2.615 2.156 -0.007
C 2.136 -1.310 2.305 -0.240
C 3.585 -1.069 2.647 -0.016
C 1.260 -0.248 2.165 0.006
C -0.097 -0.477 1.927 -0.206
C -0.565 -1.782 1.755 -0.012
N -0.970 0.664 1.815 0.001
C -0.981 1.879 2.728 -0.511
C -2.454 2.182 3.027 -0.018
C -0.264 1.565 4.038 -0.019
C -0.325 3.039 1.979 -0.005
H 0.565 -5.011 1.965 0.090
H -0.523 -4.454 0.685 0.055
H -1.063 -4.449 2.356 0.100
H 2.327 -3.452 2.288 0.138
H 4.245 -1.765 2.127 0.084
H 3.743 -1.222 3.717 0.102
H 3.892 -0.050 2.410 0.087
H 1.627 0.767 2.239 0.120
H -1.620 -1.985 1.708 0.125
H -2.929 1.345 3.546 0.101
H -3.012 2.397 2.118 0.081
H -2.494 3.056 3.678 0.100
H -0.488 0.561 4.406 0.103
H -0.631 2.271 4.783 0.102
H 0.817 1.688 3.977 0.084
H -0.871 3.268 1.063 0.076
H 0.714 2.812 1.722 0.085
H -0.334 3.923 2.619 0.106
O -2.352 -0.356 0.325 -0.243
N -1.748 0.843 0.731 -0.026
O 0.256 -1.797 -1.348 -0.290
N 1.326 -2.311 -1.961 -0.108
C 1.244 -2.562 -3.279 0.027
C 2.322 -3.108 -3.929 0.013
C 3.476 -3.399 -3.211 0.009
C 3.514 -3.137 -1.849 0.016
C 2.415 -2.586 -1.230 0.031
H 0.304 -2.322 -3.751 0.141
H 2.246 -3.305 -4.990 0.136
H 4.333 -3.836 -3.708 0.136
H 4.388 -3.359 -1.252 0.134
H 2.339 -2.367 -0.174 0.122
```

(3)
The following is a quantum chemistry calculation of a molecular structure, C39H28BrClN3O7PSc in a non-equilibrium geometry, from the OMol25 dataset.

highest occupied orbital energy	-10.68	eV
LUMO	-2.87	eV
charge	+1
frontier orbital gap	7.81	eV

Structure (XYZ):
```
81
Properties=species:S:1:pos:R:3:lowdin_charge:R:1
Sc -0.685 -0.137 -0.096 0.775
O 3.775 3.016 -2.975 0.119
C 2.857 2.276 -2.354 -0.266
C 3.155 1.462 -1.253 0.088
C 2.128 0.753 -0.677 -0.147
N 0.893 0.800 -1.171 0.055
C 0.586 1.591 -2.202 -0.132
C 1.538 2.355 -2.827 0.108
C -0.920 1.563 -2.467 -0.521
O -1.433 2.222 -3.333 0.136
O -1.517 0.771 -1.612 -0.137
C 2.166 -0.113 0.585 -0.543
O 3.203 -0.458 1.093 0.125
O 0.955 -0.410 0.970 -0.168
H 4.649 2.913 -2.582 0.129
H 4.155 1.403 -0.839 0.143
H 1.286 3.009 -3.651 0.147
Cl -1.873 -0.988 2.125 0.845
C -2.154 0.286 3.291 -0.575
C -2.777 -0.049 4.481 -0.084
C -3.004 0.941 5.422 -0.048
C -2.607 2.248 5.173 -0.047
C -1.992 2.567 3.976 -0.060
C -1.755 1.588 3.012 -0.355
P -0.984 2.024 1.409 1.096
C 0.638 2.691 1.878 -0.355
C 1.312 2.224 3.003 -0.070
C 2.610 2.642 3.252 -0.052
C 3.238 3.525 2.386 -0.061
C 2.572 3.985 1.258 -0.070
C 1.280 3.561 0.994 -0.107
C -1.972 3.447 0.852 -0.344
C -1.712 4.778 1.167 -0.088
C -2.538 5.774 0.670 -0.061
C -3.616 5.455 -0.143 -0.059
C -3.881 4.130 -0.459 -0.054
C -3.058 3.132 0.033 -0.090
H -3.076 -1.073 4.663 0.115
H -3.497 0.685 6.350 0.118
H -2.780 3.016 5.914 0.116
H -1.684 3.585 3.773 0.115
H 0.827 1.529 3.676 0.116
H 3.133 2.274 4.125 0.116
H 4.249 3.851 2.588 0.111
H 3.058 4.680 0.585 0.112
H 0.758 3.906 0.107 0.113
H -0.871 5.040 1.798 0.107
H -2.338 6.809 0.913 0.112
H -4.246 6.240 -0.541 0.112
H -4.712 3.873 -1.102 0.114
H -3.235 2.099 -0.235 0.079
C -3.885 -0.982 -0.766 -0.031
O -2.544 -1.480 -0.691 -0.230
C -2.280 -2.644 -1.383 -0.184
C -3.222 -3.416 -2.033 -0.037
C -2.813 -4.608 -2.625 -0.658
Br -4.105 -5.671 -3.498 0.800
C -1.499 -5.021 -2.588 -0.046
C -0.542 -4.219 -1.964 -0.064
C -0.948 -3.039 -1.365 -0.141
O -0.069 -2.199 -0.685 -0.007
C 0.850 -4.675 -1.908 -0.271
N 1.180 -5.922 -1.762 0.196
C 2.561 -5.948 -1.742 -0.217
C 3.426 -7.033 -1.622 -0.005
C 4.780 -6.777 -1.662 -0.079
C 5.274 -5.473 -1.813 -0.081
C 4.432 -4.383 -1.919 -0.019
C 3.069 -4.644 -1.876 -0.185
N 1.949 -3.833 -1.961 0.151
H -4.586 -1.729 -0.396 0.111
H -4.130 -0.698 -1.789 0.121
H -3.926 -0.107 -0.125 0.082
H -4.258 -3.122 -2.092 0.109
H -1.180 -5.953 -3.031 0.121
H 0.729 -2.700 -0.451 0.133
H 3.027 -8.031 -1.499 0.117
H 5.483 -7.596 -1.577 0.106
H 6.344 -5.320 -1.849 0.106
H 4.826 -3.380 -2.026 0.110
H 1.953 -2.888 -2.306 0.163
```

(4)
The following is a quantum chemistry calculation of C17H22O5 in the gas phase in a non-equilibrium geometry, from the OMol25 dataset.

highest occupied orbital energy	-9.56	eV
LUMO	0.64	eV
charge	0
frontier orbital gap	10.20	eV

Structure (XYZ):
```
44
Properties=species:S:1:pos:R:3:lowdin_charge:R:1
C 2.325 3.225 0.436 -0.079
C 2.374 1.694 0.527 -0.378
C 2.605 1.294 2.005 -0.057
C 1.047 1.126 -0.021 -0.078
C 1.118 -0.198 -0.790 -0.353
C 1.182 -1.429 0.144 -0.012
C 2.463 -2.260 0.010 -0.270
C 3.782 -1.676 0.291 -0.076
O 3.157 -2.591 1.205 -0.030
O 2.162 -0.220 -1.777 0.097
C 1.775 -1.102 -2.739 -0.549
O 2.509 -1.647 -3.501 0.174
O 0.432 -1.268 -2.688 0.098
C -0.078 -0.271 -1.746 -0.172
C -1.441 -0.705 -1.278 -0.109
O -2.106 0.452 -0.792 -0.055
C -3.295 0.156 -0.154 -0.294
C -3.306 0.037 1.223 -0.010
C -4.495 -0.261 1.865 -0.078
C -5.657 -0.436 1.132 -0.093
C -5.634 -0.307 -0.246 -0.078
C -4.449 -0.008 -0.897 -0.009
H 1.966 3.568 -0.532 0.075
H 1.691 3.630 1.226 0.082
H 3.323 3.638 0.592 0.082
H 3.197 1.336 -0.089 0.123
H 1.774 0.713 2.404 0.071
H 2.688 2.180 2.634 0.072
H 3.510 0.708 2.160 0.067
H 0.327 0.975 0.783 0.125
H 0.615 1.873 -0.688 0.117
H 0.388 -2.118 -0.134 0.115
H 1.105 -1.143 1.189 0.127
H 2.434 -3.032 -0.760 0.152
H 4.601 -2.112 -0.268 0.121
H 3.846 -0.665 0.662 0.084
H -0.149 0.656 -2.316 0.172
H -1.981 -1.141 -2.124 0.145
H -1.385 -1.457 -0.491 0.130
H -2.388 0.176 1.776 0.118
H -4.513 -0.362 2.941 0.105
H -6.587 -0.680 1.624 0.102
H -6.534 -0.447 -0.827 0.105
H -4.397 0.102 -1.972 0.122
```

Record-wise relative energy (zero: lowest compared OMol25 entry of this formula, charge and spin) values, in eV: 1.087 0.289 0.962 1.997